# 1
# C26H56N4O32S7

A molecular structure, C26H56N4O32S7 at a distorted geometry (wB97M-V/def2-TZVPD, the Open Molecules 2025 dataset).

CARTESIAN COORDINATES (ANGSTROEM)
O: 0.8116 -4.5852 -3.7749
H: -2.2434 -4.5011 1.0989
O: -0.5677 -2.8296 0.5223
S: 3.6519 -3.9780 2.6510
O: -1.3775 -5.2619 -3.1419
H: 6.3082 -0.0124 0.0814
O: -5.8743 2.6133 0.5394
C: -5.2495 0.3939 0.2007
H: -1.0898 -0.5788 0.3247
H: 2.0276 -6.6139 2.5116
O: -4.5883 -2.9088 -1.7715
H: 0.4745 -5.0655 3.2135
O: -2.1946 2.1141 2.1246
H: -3.9275 2.1376 -0.1357
H: -3.2895 -5.6511 1.5970
H: -2.1893 -3.4489 -3.5000
C: 3.1432 4.1968 -2.8624
O: 3.3067 -5.1083 1.6627
O: -1.4387 -0.3832 -5.6319
O: 1.8023 5.5462 -1.3602
O: -2.4310 3.4584 -0.9316
O: -2.2332 1.2977 4.4256
O: -0.0339 0.4964 -3.8070
S: 0.1329 -5.8220 -3.0444
H: 0.7261 -3.9210 1.9906
O: 0.3151 -6.9955 -3.7897
C: 1.9888 -5.7030 1.9070
O: 3.7745 -2.7696 1.8644
O: -6.1958 -4.0350 -0.2811
H: -5.2072 1.9477 -1.3495
O: -2.1771 -0.2728 2.6178
H: 2.7821 -1.0576 -3.5571
O: 3.9864 0.9971 -0.6086
O: -4.4371 -2.6939 0.7679
H: 0.7292 0.8451 -1.2849
H: 3.8595 0.2458 -3.8222
O: 7.1211 1.2683 4.5926
H: 5.1087 -0.9049 1.0626
O: 6.4707 2.1017 2.2515
S: -1.5433 0.9016 3.0695
H: 0.6647 -2.6798 -3.5698
C: 1.2397 -4.6451 2.6181
H: 3.4156 3.3407 1.4225
O: 4.6459 -4.2928 3.6244
C: -3.4371 1.2179 -3.1211
H: 2.8815 2.1065 3.6093
C: -3.2654 -4.7067 1.1090
O: -2.1225 -0.7729 -3.2687
S: 6.1734 1.4177 3.4754
C: 2.6376 3.9392 0.8822
C: -1.2567 -3.8426 -3.0388
C: 3.2532 -0.2405 -3.0407
H: -4.4180 -0.2974 0.0029
C: -0.0060 -3.4216 -3.8943
O: -3.8174 -4.7354 -0.2814
H: -0.2110 -3.3402 -4.9867
C: -2.4780 2.7121 4.4730
C: 0.8179 0.4132 -0.2791
O: -2.4372 1.3374 -4.1772
S: -6.1637 1.9180 1.9132
H: -0.0456 5.5255 -0.8545
H: -1.0397 5.3788 1.4618
O: -5.3792 0.5937 1.6717
H: 2.5573 0.4845 -2.6430
H: 3.2495 2.7750 -0.7890
H: 0.2828 4.5334 -2.6374
N: 4.1367 -0.7507 -1.9612
O: 2.2706 -3.9977 3.3665
H: -3.5969 2.8887 4.6833
H: 3.6900 3.2569 -2.8979
H: 2.4440 4.4542 -3.6539
H: 3.9694 4.9349 -2.9487
O: 0.5369 -5.8430 -1.6890
S: -1.3418 0.1682 -4.3049
H: 1.4910 -1.7550 -1.5418
H: 1.8238 0.0843 -0.2422
H: -2.2724 0.1516 -1.5409
H: 1.5604 -3.4014 -0.8652
N: -0.1190 -0.7164 -0.0603
C: -2.9349 -0.0826 -2.3831
H: 0.6011 1.1716 0.4738
C: -0.5660 3.8370 -2.4834
H: 3.6275 -0.5201 2.8537
C: 4.4697 -0.0798 -0.8607
C: 4.0711 0.4803 2.8461
C: -1.6476 5.6213 0.6035
C: 2.4658 4.5332 -1.5484
S: -4.8535 -3.6129 -0.5429
H: -3.1537 -2.9661 2.2190
H: 4.1049 0.8372 1.8283
H: -4.7773 -3.7325 2.4717
H: -2.6273 5.2068 0.7399
H: -1.7916 3.1649 5.2249
C: 3.6387 1.3839 3.9325
C: 1.4501 -2.3730 -0.6618
H: -1.2078 4.0192 -3.3413
C: -1.4010 4.0778 -1.2782
C: 5.5428 -0.7431 0.0937
H: 1.5509 -5.8790 0.9242
H: 5.9365 -1.6522 -0.2802
C: 0.1973 -1.9965 0.0723
O: 5.5036 0.0664 3.2099
H: -1.3341 3.8069 2.8586
H: -4.4145 1.0305 -3.6669
H: -1.7267 6.7308 0.4923
O: 4.8425 2.0934 4.1024
C: -3.9560 -3.5104 1.7877
O: -5.4390 2.6315 2.9435
H: 3.2776 0.8798 4.8027
H: 4.5135 -1.6194 -2.2315
H: -0.3132 2.7738 -2.6243
H: 2.7800 4.9516 1.1234
C: -4.9296 1.8176 -0.2714
N: -1.0336 5.2080 -0.6302
H: 2.3078 -2.1032 -0.0919
H: -3.7339 -0.8072 -2.0400
H: -1.2828 -3.5226 -2.0085
H: -6.1931 0.0728 -0.2611
N: 2.7753 3.6526 -0.5402
H: 1.6705 3.6672 1.3232
O: -7.5526 1.6518 1.9963
H: -3.3714 2.1500 -2.5975
C: -2.2958 3.2819 3.0215
H: -3.2172 3.7289 2.6692
O: -0.1396 1.0191 3.2810

Properties
Largest force on an atom = 0.0737 Eh/bohr
LUMO energy = 0.05 eV
Net charge = 0
ΔE to the lowest compared entry with this formula, charge and spin = 0.0 kcal per mole



# 2
# C26H56N5O2

3 unconnected molecules or ions with the total composition C26H56N5O2 at a distorted geometry (wB97M-V/def2-TZVPD, the Open Molecules 2025 dataset).

CARTESIAN COORDINATES (ANGSTROEM)
H: 0.6689 0.8246 4.3504
N: -0.1289 -1.5478 4.9220
H: -4.6104 -5.3694 3.0219
O: -1.3616 0.7121 -2.2588
H: -2.1685 -2.0329 4.3618
H: -1.5055 -0.4586 6.3150
H: 1.7128 -0.2009 0.5318
C: 3.8750 3.6073 3.3362
H: 2.4584 2.2169 -2.0216
H: -0.9656 0.0636 2.2363
O: 2.5068 1.3961 2.3961
H: 6.2661 1.2154 0.1261
H: -2.3476 -3.9348 -0.4295
H: 2.9003 4.8512 0.7874
C: -2.2143 -4.0562 0.7491
C: 5.2530 2.4408 1.5792
N: -2.1341 0.5129 -3.4154
H: 0.4925 -0.5396 -4.0690
H: -4.3176 -3.3882 1.4209
H: -0.7349 -3.7539 3.1039
H: -1.6072 1.6374 -6.5709
C: 3.9142 3.1894 1.8290
H: -2.7222 -0.1886 2.8706
H: 0.6587 1.1388 0.0323
C: -1.0190 -1.8713 -4.7901
H: -4.6139 -1.7971 -4.0806
H: -4.0907 -1.9330 -1.8679
C: -3.9973 -0.9138 -4.2830
C: 2.5836 2.7221 -1.0570
H: 0.3819 -0.4511 6.8464
H: -0.1541 1.9331 5.7563
H: -0.9469 2.8660 -4.3369
H: 0.2190 -0.4305 -5.7979
C: 3.9148 4.5460 1.0669
H: 0.4018 1.9042 -3.6925
H: 1.6825 3.3218 -0.8866
C: -0.3377 1.9694 -4.4985
C: -1.8447 -2.0116 -3.5193
H: 4.7142 4.2714 3.5792
C: -0.3702 -0.4327 5.9463
H: 2.9491 4.1435 3.5734
H: -4.6510 -0.0380 -4.2032
C: 1.6368 0.6682 -0.1299
H: -3.0584 1.4001 -5.6245
H: -3.0950 -5.9912 2.4772
H: -2.4089 -2.9520 -3.5614
N: -3.6555 -5.1200 2.6679
H: 1.6456 0.2744 -1.1532
H: -1.5193 1.8941 3.6397
C: -1.6831 -2.5623 1.2806
C: -0.7828 -2.6536 2.6480
H: -2.2807 0.0339 -6.4504
C: -3.4981 -1.0108 -1.8922
C: 4.1465 0.9579 -0.1257
H: 0.8398 -1.3752 4.5427
H: -0.2823 -2.6811 -4.8357
H: 4.1857 0.0632 0.5088
H: -1.1598 -2.1075 -2.6670
C: -1.2334 0.6909 -4.6043
C: -0.2958 -0.5272 -4.8335
N: -1.5220 1.0220 4.2130
H: -4.3527 -5.0833 0.5716
H: 5.4703 2.6095 -0.5716
H: -4.1777 -0.1780 -1.6705
C: 2.7971 1.6955 0.0847
H: 4.3149 5.3620 1.6798
H: 5.3733 1.6362 2.3170
H: -2.6487 -1.9043 1.3620
H: 3.4246 3.4038 -1.1964
H: 0.2370 2.1210 -5.4211
C: -2.8137 -0.8216 -3.2863
H: -1.6556 -1.9920 -5.6740
N: 2.7147 2.3837 1.4185
H: 4.2204 0.5988 -1.1602
H: 0.3456 -2.4003 2.3603
C: -1.2002 -1.5909 3.8274
H: -0.9933 -2.1640 0.3914
H: -1.4533 -4.9174 0.9786
C: -3.7370 -4.4059 1.3291
H: 6.1000 3.1216 1.7326
C: -2.0943 0.9441 -5.8755
H: 3.9632 2.7525 4.0163
C: -0.2607 0.9838 5.0633
H: -2.7758 -1.0908 -1.0731
H: 4.5314 4.5263 0.1652
H: -0.1070 -2.4456 5.4921
C: 5.3578 1.8253 0.1857
H: -3.6866 -1.0126 -5.3246
C: -1.5825 -0.1152 3.2174

Properties
Largest force on an atom = 0.1007 Eh/bohr
Spin multiplicity = 3
LUMO energy (alpha / beta) = -2.57 / -2.62 eV
Net charge = +1
ΔE to the lowest compared entry with this formula, charge and spin = 91.4 kcal per mole



# 3
# C26H57BBrI2NO9P

4 unconnected molecules or ions with the total composition C26H57BBrI2NO9P at a distorted geometry (wB97M-V/def2-TZVPD, the Open Molecules 2025 dataset).

CARTESIAN COORDINATES (ANGSTROEM)
H: -1.3022 -0.8292 0.5831
C: -3.7810 -1.6651 0.9803
H: 2.5491 6.4655 -1.2285
H: -4.5553 -3.2626 2.1828
C: 2.6839 -1.4853 2.4419
H: -4.0881 -6.9477 -0.1773
C: 5.0977 -0.7552 0.5945
H: 8.5893 -1.8775 -4.6021
C: -7.7080 -0.1039 4.8723
C: -0.9334 -0.8688 -0.4375
C: 2.4116 3.1961 -2.3320
H: 2.3165 -0.6802 5.4177
C: 2.3406 3.4571 -3.8433
H: -1.8446 -7.0227 -1.3122
C: 3.5221 1.3225 0.8416
C: 2.1146 0.7110 1.1020
H: -0.2284 -0.8146 3.7897
H: 5.9657 -1.0680 0.0133
H: -5.7649 1.4227 -1.4238
C: -1.7693 -0.0685 -1.4327
H: 6.9542 -1.5955 -2.3336
O: 2.1530 -1.5118 4.9680
C: -3.7335 -6.1104 -0.7761
H: -6.8718 2.1891 3.9391
H: 0.0195 4.1203 -2.4100
C: -2.2179 -6.1089 -0.8493
H: 9.8438 0.0824 -3.6133
C: -5.3493 1.4513 -0.4154
O: -3.8830 -1.5636 -0.4583
H: -3.7325 -0.6793 1.4470
H: 1.0847 -2.3212 0.4669
H: -5.3125 2.5010 -0.1204
H: -7.6732 -0.9104 5.6053
H: -1.5691 -0.4305 -2.4465
C: 2.0414 -0.7611 1.3371
H: 3.5917 -0.9805 2.7673
H: 3.9904 0.2165 -0.9491
H: 3.3472 5.6835 -2.6121
H: -5.6322 -1.8888 2.1199
H: 0.8844 -0.5513 -1.4818
H: 1.8201 1.1563 2.0567
C: -6.3199 0.4355 4.5896
H: -3.9558 -4.1769 -0.6603
O: -6.3273 1.4693 3.6071
H: 8.7635 0.0106 -2.2060
H: 3.3461 2.2830 0.3551
C: 1.6444 1.8944 -2.0138
H: -0.0417 5.0455 -0.9272
C: 0.5574 4.8676 -1.8202
O: -3.9633 1.0195 -0.4474
C: 2.9979 5.5370 -1.5904
H: -7.0826 1.2329 0.8361
C: 0.8815 0.9632 0.1373
H: 4.3997 -1.5985 0.5553
Br: -0.5523 1.5913 1.3603
C: 0.5329 -0.4414 -0.4526
H: -0.9564 -1.9257 -0.7356
H: -5.6797 -0.3500 4.1849
H: -8.3550 0.6835 5.2646
C: 9.2330 -0.5780 -2.9975
I: 4.3792 1.8736 2.7334
H: 2.5942 4.4908 -4.0791
H: 2.3050 1.0267 -2.0237
H: 2.8789 -2.5251 2.1614
H: -8.1622 -0.4833 3.9565
H: -1.7929 -6.0259 0.1526
N: 1.2604 -1.3244 0.4747
H: 7.5172 -0.5084 -4.3001
H: 1.9952 4.1014 -0.4066
H: -1.5448 0.9991 -1.3775
H: 3.0510 2.8245 -4.3811
C: -4.9458 -2.4886 1.5185
C: -6.1955 0.6631 0.5655
H: -1.8651 -5.2595 -1.4416
C: 4.4904 0.5007 -0.0242
P: -3.5724 -0.2489 -1.3114
H: 0.9034 1.7199 -2.8019
O: -4.1903 -0.3447 -2.6448
H: 3.8656 5.3537 -0.9484
H: 3.4604 3.0050 -2.1000
H: -5.8584 0.8022 5.5125
B: 1.6476 -1.4794 3.6997
O: 0.3112 -1.5063 3.3969
H: 1.3378 3.2726 -4.2336
H: -5.4824 -2.9882 0.7163
H: -4.1613 -6.2087 -1.7784
I: 6.1390 1.7687 -0.6068
H: -6.4689 -0.3085 0.1471
C: 1.9798 4.3907 -1.4617
C: 8.1558 -1.2578 -3.8193
O: 7.3532 -2.1313 -3.0243
H: 0.5987 5.7753 -2.4242
H: -5.6259 0.4912 1.4787
O: 0.9123 1.9886 -0.7803
H: -2.8475 -2.1887 1.2003
O: -4.2422 -4.9390 -0.1442
H: 5.4448 -0.5902 1.6147
H: 9.8812 -1.3165 -2.5261

Properties
Largest force on an atom = 0.0206 Eh/bohr
LUMO energy = -3.62 eV
Net charge = +1



# 4
# C26H57ClFI2N15O9P

8 unconnected molecules or ions with the total composition C26H57ClFI2N15O9P at a distorted geometry (wB97M-V/def2-TZVPD, the Open Molecules 2025 dataset).

CARTESIAN COORDINATES (ANGSTROEM)
C: 2.5530 -4.4774 1.3494
C: -1.1766 0.2220 2.6469
H: -0.9220 -2.5642 0.5615
C: -0.2783 -0.9361 2.0631
C: 6.4622 0.7053 3.9513
H: -0.6590 -1.9067 2.6580
N: -3.9247 -3.7830 -5.5281
C: 3.5046 -4.4784 2.7247
H: 8.3330 4.7251 2.9148
H: -0.7235 -4.4188 -3.7077
H: -4.3813 -0.5182 2.7083
H: -3.7760 -6.9571 -5.4426
H: 3.9240 -3.3703 2.7934
N: 0.6430 7.7587 -4.9605
C: 6.7595 5.5512 3.8704
O: 7.0433 6.7108 3.6145
H: 3.2922 5.9090 2.6671
C: -3.4624 -3.7251 0.6988
H: -6.5056 0.2800 -6.3949
H: 5.4238 4.2604 4.8087
N: -1.1765 5.4224 -0.8346
C: -3.9574 -5.0047 -4.9659
N: 3.2890 3.4292 2.9440
C: -3.9377 -4.9105 1.7238
P: -0.1024 -1.3900 0.2318
O: -0.3444 7.2084 -3.0116
O: -0.4878 3.2775 -0.8055
C: -0.4109 1.6586 3.0427
H: 1.4683 -3.0055 2.7027
O: 7.4606 0.6936 4.6539
H: 0.5903 0.6916 -1.2527
N: 5.2172 0.6326 4.4557
H: 3.1891 2.4363 3.1106
H: -2.8916 2.7577 -0.5869
C: -1.6277 -0.3746 -0.3624
H: -2.1297 -3.9035 -2.4929
H: -3.8074 -6.0401 1.3600
C: 2.3118 4.2291 3.4071
I: 1.4991 -1.5708 -2.8943
H: 5.1308 0.5664 5.4614
C: -0.0604 -2.1483 -1.5077
H: 5.0843 5.9623 4.9176
H: -1.6681 0.7384 0.0770
C: -4.2674 -1.6517 2.4343
H: -0.2166 5.7286 -0.9259
C: 0.0295 -3.8294 -1.5256
O: 3.4927 0.2627 -0.7502
C: 0.8815 0.2054 -0.2262
H: -5.3792 -0.4253 -7.5162
Cl: -1.7533 -0.3384 4.3780
H: 0.8321 -0.7890 2.4821
H: -0.8672 2.5828 2.4832
I: 1.9670 -4.5350 -2.3821
H: 5.7067 0.8025 2.0147
C: -4.7182 -2.8685 3.4841
O: 1.3367 3.8020 4.0048
H: 1.2103 7.5225 -5.7570
H: -3.5980 -5.8985 -6.8105
H: 0.7054 1.5537 2.6319
H: 7.4361 0.8481 2.1898
H: -0.3085 1.8234 4.1950
H: 2.8266 -4.6781 3.6870
H: -8.1029 -1.0535 -5.4058
H: 1.7834 6.1750 3.4895
H: -3.7664 -3.6207 -6.5083
H: 4.0994 3.7622 2.4495
N: 1.4230 -2.1990 0.6771
H: -1.3014 -5.5752 -2.2159
N: -6.1649 -0.5284 -6.8873
C: -3.5972 -2.0865 1.0085
N: -2.6855 3.7464 -0.6434
H: 0.4407 1.0190 0.5368
H: 1.4447 5.3966 -4.9009
H: -0.2299 -4.3193 -0.5056
C: -1.0979 -4.4667 -2.5887
C: -4.5644 -4.4702 3.1750
H: 7.2893 3.5500 3.6586
H: -1.0745 -2.0250 -2.1332
H: 3.2106 -4.2435 0.4113
C: 0.3465 6.8989 -3.9694
N: 5.6740 5.2095 4.5878
N: -3.7592 -6.0206 -5.8250
C: 2.4691 0.1940 0.1495
C: 1.3176 -3.3709 1.5758
C: -6.6928 -1.7594 -6.7638
H: 0.3399 -3.9995 1.5690
H: -4.0694 -2.9905 -4.9163
H: 0.2661 8.6947 -4.8863
H: -4.8672 -5.3426 3.9095
O: -6.2622 -2.7265 -7.3721
H: -5.1753 -2.5788 4.5468
H: 4.3829 0.6407 3.8934
H: -2.1939 0.5088 2.1606
O: -4.0029 -0.8412 -1.1502
N: -7.7340 -1.8384 -5.9157
N: 2.4960 5.5382 3.1578
H: 0.6743 4.9923 -3.3954
H: 2.0598 -5.5595 1.3320
H: -1.5562 -0.0705 -1.5222
H: 2.0122 -2.5024 -0.1138
H: -1.9081 6.1123 -0.8021
H: 4.3405 -5.2918 2.6269
H: -3.4441 4.4063 -0.6074
C: -1.3922 4.0966 -0.7638
N: 7.5067 4.5115 3.4579
O: -4.1514 -5.1773 -3.7730
H: -8.1608 -2.7475 -5.7937
N: 6.5175 0.7916 2.6101
H: -3.0117 -4.0745 -0.3497
C: -3.0712 -1.1084 -0.1892
F: 2.9862 0.2124 1.5720
N: 0.8733 5.6703 -4.1194

Properties
Largest force on an atom = 0.1851 Eh/bohr
LUMO energy = 1.83 eV
Net charge = -1
ΔE to the lowest compared entry with this formula, charge and spin = 357.7 kcal per mole